Entry from the OMol25 dataset: a single C5H5NO molecule at a distorted geometry (wB97M-V/def2-TZVPD).

Computed properties:
* structure (SMILES): N#C[C@@H]1C[C@@H]1C=O
* E_HOMO: -10.4 eV
* energy above the lowest of the compared OMol25 structures with the same formula, charge and spin: 32.3 kcal/mol
* electronic energy: -323.4682 a.u.
* orbital gap: 11.033 eV
* F_max: 1.1 eV/A

XYZ file:
```
12
C5H5NO, DFT wB97M-V/def2-TZVPD
N 0.94687 -1.67553 -2.03594
C 0.62645 -0.68937 -1.52226
C 0.20928 0.52961 -0.86587
C 0.80392 0.87744 0.47388
C -0.60852 0.40245 0.41108
C -0.93308 -0.98359 0.89283
O -0.14793 -1.68693 1.47762
H -0.05537 1.34114 -1.53801
H 1.52907 0.17250 0.87141
H 0.99454 1.92698 0.68124
H -1.41365 1.12576 0.51325
H -1.95157 -1.34047 0.64078
```

---

Entry from the OMol25 dataset: a gas-phase ion, C4H10NO (charge -1) at a distorted geometry (wB97M-V/def2-TZVPD).

Computed properties:
* structure (SMILES): CNCCC[O-]
* E_HOMO: -1.9 eV
* energy above the lowest of the compared OMol25 structures with the same formula, charge and spin: 55.1 kcal/mol
* electronic energy: -288.3039 a.u.
* total charge: -1
* orbital gap: 5.641 eV
* F_max: 5.2 eV/A

XYZ file:
```
16
C4H10NO, DFT wB97M-V/def2-TZVPD
C 0.55725 1.95162 -1.21409
N 0.97318 0.39060 -1.37138
C 0.81734 -0.41134 -0.09838
C -0.52886 -0.42974 0.49696
C -0.97912 -1.58835 1.41798
O -1.19016 -1.37243 2.63469
H 1.23868 2.68099 -1.69220
H 0.50695 2.21301 -0.13619
H -0.51428 2.17892 -1.55037
H 0.34229 -0.04846 -1.95872
H 1.60855 -0.19530 0.61216
H 1.09028 -1.43695 -0.41264
H -0.34463 0.48129 1.14546
H -1.24268 -0.11377 -0.16400
H -2.05414 -1.82047 1.02359
H -0.28066 -2.47962 1.26714
```

---

Entry from the OMol25 dataset: a single C4H8N4 molecule at a distorted geometry (wB97M-V/def2-TZVPD).

Computed properties:
* structure (SMILES): C1=C\NNCC/N=N/1
* E_HOMO: -7.8 eV
* energy above the lowest of the compared OMol25 structures with the same formula, charge and spin: 134.8 kcal/mol
* electronic energy: -376.0337 a.u.
* orbital gap: 8.558 eV
* F_max: 5.2 eV/A

XYZ file:
```
16
C4H8N4, DFT wB97M-V/def2-TZVPD
C -1.23101 1.52744 -0.50074
C -1.32494 1.08212 0.75807
N -0.70095 -0.02441 1.18525
N 0.68681 -0.15697 1.18136
C 1.19202 -1.24230 0.20996
C 0.82346 -0.85934 -1.31147
N -0.34122 -0.09606 -1.21760
N -0.12822 1.07549 -1.27161
H -1.89164 2.30702 -0.69058
H -2.12095 1.50629 1.43382
H -1.08268 -0.26179 2.03170
H 1.02763 0.74906 1.02266
H 0.29592 -1.89557 0.32356
H 2.31301 -1.53447 0.42867
H 1.72102 -0.27116 -1.71300
H 0.76174 -1.90535 -1.87005
```

---

Entry from the OMol25 dataset: a single C5H8N2S molecule at a distorted geometry (wB97M-V/def2-TZVPD).

Computed properties:
* structure (SMILES): CSc1cccn1N
* E_HOMO: -7.6 eV
* energy above the lowest of the compared OMol25 structures with the same formula, charge and spin: 85.3 kcal/mol
* electronic energy: -702.8941 a.u.
* orbital gap: 8.420 eV
* F_max: 6.2 eV/A

XYZ file:
```
16
C5H8N2S, DFT wB97M-V/def2-TZVPD
C -2.57334 -0.23386 -0.75117
S -1.74808 -0.57406 0.84165
C -0.37226 0.35290 0.54778
C 0.25004 1.51189 0.79763
C 1.55096 1.48689 0.56686
C 1.95347 0.24639 0.14273
N 0.90927 -0.56823 -0.09080
N 1.08650 -1.85121 -0.37377
H -1.83395 -0.40375 -1.55550
H -2.87550 0.79769 -0.84177
H -3.38487 -0.70484 -1.06003
H -0.15483 2.41300 1.29449
H 2.22441 2.27627 0.58213
H 2.97871 -0.03519 0.05280
H 0.29312 -2.43401 -0.48646
H 1.69636 -2.27990 0.33342
```

---

Entry from the OMol25 dataset: a gas-phase ion, C7H11N2 (charge +1) at a distorted geometry (wB97M-V/def2-TZVPD).

Computed properties:
* E_HOMO (spin up / spin down): -12.2 / -12.6 eV
* energy above the lowest of the compared OMol25 structures with the same formula, charge and spin: 171.2 kcal/mol
* electronic energy: -382.3509 a.u.
* total charge: +1
* orbital gap (spin up / spin down): 6.596 / 7.148 eV
* F_max: 4.1 eV/A

XYZ file:
```
20
C7H11N2, DFT wB97M-V/def2-TZVPD
C -1.49553 0.34494 -2.29627
C 0.29511 1.29695 -0.80265
C -2.03712 -0.76510 -1.66260
C -1.01117 -1.21090 -0.46301
C 0.17886 -0.66674 0.51012
C 0.38666 -1.54634 1.64665
C 1.32335 1.19886 1.37486
N 0.69326 0.51233 0.33016
N -0.45373 1.10626 -1.93872
H -1.91816 0.61314 -3.25806
H 0.75749 2.27256 -0.81361
H -1.74493 -1.72865 0.25460
H -0.65732 -2.21233 -0.97318
H 1.45625 -1.83475 1.76462
H -0.11828 -2.44337 1.42679
H 0.08824 -1.01714 2.62868
H 0.52073 1.53797 1.99423
H 1.99977 0.62888 1.95241
H 1.99118 2.00232 1.00642
H -0.25465 1.91111 -2.68143
```

---

Entry from the OMol25 dataset: a molecular structure, C36H31Br2N7O2Rb at a distorted geometry (wB97M-V/def2-TZVPD).

Computed properties:
* E_HOMO: -3.8 eV
* energy above the lowest of the compared OMol25 structures with the same formula, charge and spin: 18.6 kcal/mol
* electronic energy: -7096.4410 a.u.
* total charge: -1
* orbital gap: 5.865 eV
* F_max: 1.1 eV/A

XYZ file:
```
79
C36H31Br2N7O2Rb, DFT wB97M-V/def2-TZVPD
Rb 0.23564 -0.10847 1.88765
C -0.54977 -2.24975 -5.36773
C 0.09697 -1.64497 -4.14668
C 0.54916 -0.32605 -4.13319
C 1.10256 0.21069 -2.99490
C 1.26191 -0.51152 -1.78211
N 1.67571 0.14610 -0.66230
C 2.82487 0.85696 -0.72454
C 3.96602 0.34629 -1.40696
C 5.17713 0.99813 -1.44241
C 5.36647 2.21829 -0.79216
C 6.69299 2.93604 -0.82155
C 4.27096 2.74924 -0.13218
C 3.03350 2.11437 -0.10122
N 1.95844 2.87606 0.45577
C 1.56112 4.06866 -0.04202
C 0.59179 4.56180 0.80058
C 0.46079 3.57612 1.79067
N 1.29322 2.56445 1.57572
C 0.87813 -1.87951 -1.84428
C 0.27828 -2.39068 -2.99667
N 1.14352 -2.79050 -0.77821
C 1.11330 -4.14797 -0.85973
C 1.50670 -4.64059 0.36019
C 1.76070 -3.49452 1.13013
N 1.54508 -2.39137 0.43372
H -0.54176 -1.54135 -6.19601
H -1.58858 -2.52989 -5.17410
H -0.01887 -3.14929 -5.68878
H 0.43832 0.28911 -5.02064
H 1.41187 1.24868 -2.97940
H 3.85217 -0.60762 -1.90779
H 6.00882 0.54696 -1.97599
H 7.41680 2.37524 -1.41373
H 7.10338 3.06138 0.18366
H 6.59734 3.93078 -1.26482
H 4.36127 3.70772 0.37047
H 1.99915 4.46868 -0.94050
H 0.04758 5.48654 0.71146
H -0.19538 3.57933 2.64819
H -0.06226 -3.41971 -3.00801
H 0.84780 -4.67693 -1.75568
H 1.58737 -5.67556 0.64700
H 2.08707 -3.42971 2.15563
C -2.61400 0.90991 -1.19950
C -2.91374 1.76610 0.00285
C -3.65948 2.95592 -0.12341
C -3.86935 3.73723 0.97739
C -3.35006 3.34774 2.23056
C -3.47199 4.10038 3.41579
Br -4.32103 5.81638 3.39659
C -2.96708 3.63803 4.60370
C -2.33120 2.40491 4.64586
Br -1.65430 1.77437 6.31217
C -2.12359 1.56215 3.52758
O -1.53311 0.45362 3.58614
C -2.66208 2.10155 2.27347
N -2.45929 1.36062 1.16454
H -2.73623 1.48038 -2.12013
H -3.29337 0.05413 -1.22355
H -1.59037 0.53609 -1.15028
H -4.04554 3.24808 -1.09206
H -4.42618 4.66172 0.90070
H -3.06078 4.22359 5.50750
O -0.73435 -2.66108 3.43408
C -1.57209 -3.74027 3.13751
C -1.97126 -3.83036 1.67928
C -2.66435 -4.94129 1.20194
C -3.01491 -4.98487 -0.13461
C -2.66898 -3.91935 -0.95447
C -1.99053 -2.85336 -0.38770
N -1.64805 -2.80945 0.89775
H -1.19106 -1.84450 3.18641
H -2.48733 -3.71486 3.74587
H -1.02738 -4.64670 3.41227
H -2.92356 -5.75244 1.87218
H -3.55208 -5.83718 -0.53196
H -2.91907 -3.91332 -2.00718
H -1.69952 -1.99553 -0.98383
```

---

Among the records above, which one has the highest electronic energy?
C4H10NO

---

Please write out number 5 again, unchanged.
Entry from the OMol25 dataset: a gas-phase ion, C7H11N2 (charge +1) at a distorted geometry (wB97M-V/def2-TZVPD).

Computed properties:
* E_HOMO (spin up / spin down): -12.2 / -12.6 eV
* energy above the lowest of the compared OMol25 structures with the same formula, charge and spin: 171.2 kcal/mol
* electronic energy: -382.3509 a.u.
* total charge: +1
* orbital gap (spin up / spin down): 6.596 / 7.148 eV
* F_max: 4.1 eV/A

XYZ file:
```
20
C7H11N2, DFT wB97M-V/def2-TZVPD
C -1.49553 0.34494 -2.29627
C 0.29511 1.29695 -0.80265
C -2.03712 -0.76510 -1.66260
C -1.01117 -1.21090 -0.46301
C 0.17886 -0.66674 0.51012
C 0.38666 -1.54634 1.64665
C 1.32335 1.19886 1.37486
N 0.69326 0.51233 0.33016
N -0.45373 1.10626 -1.93872
H -1.91816 0.61314 -3.25806
H 0.75749 2.27256 -0.81361
H -1.74493 -1.72865 0.25460
H -0.65732 -2.21233 -0.97318
H 1.45625 -1.83475 1.76462
H -0.11828 -2.44337 1.42679
H 0.08824 -1.01714 2.62868
H 0.52073 1.53797 1.99423
H 1.99977 0.62888 1.95241
H 1.99118 2.00232 1.00642
H -0.25465 1.91111 -2.68143
```